An isolated ion of composition C3H10NO and charge +1 at a distorted geometry. Source: OMol25; level of theory: ωB97M-V/def2-TZVPD.

As for the charge: +1. The HOMO energy comes out at -14.67 eV. The value obtained for the total energy is -249.9966 a.u. The calculation puts the molecular weight at 76.12 u. The frontier orbital gap comes out at 11.227 eV. As for the energy relative to the best compared isomer or geometry (same formula, charge and spin): 1.556 eV. The LUMO energy comes out at -3.448 eV. The SMILES is C[NH2+]CCO.

Last column: natural (NBO) charge in e.
Cartesian coordinates (Å):
C: 0.02 -0.36 -2.09  -0.442
N: 0.16 0.39 -0.82  -0.520
C: 0.28 -0.48 0.43  -0.267
C: 0.09 0.49 1.64  -0.071
O: -1.14 0.34 2.16  -0.715
H: 0.92 -0.88 -2.35  0.242
H: -0.30 0.33 -2.94  0.250
H: -0.83 -1.12 -2.01  0.242
H: 0.96 0.99 -1.05  0.446
H: -0.74 0.97 -0.61  0.455
H: -0.42 -1.37 0.32  0.253
H: 1.30 -1.00 0.50  0.243
H: 0.05 1.53 1.26  0.170
H: 0.79 0.35 2.46  0.209
H: -1.15 -0.18 3.08  0.504

The molecule CHFN2OS at a distorted geometry. Source: OMol25; level of theory: ωB97M-V/def2-TZVPD.

The HOMO energy comes out at -11.82 eV. The value obtained for the total energy is -721.3926 a.u. The calculation puts the molecular weight at 108.10 u. The frontier orbital gap comes out at 11.286 eV. As for the energy relative to the best compared isomer or geometry (same formula, charge and spin): 1.848 eV. The LUMO energy comes out at -0.532 eV. The SMILES is N#C[S@@](=N)(=O)F.

Last column: natural (NBO) charge in e.
Cartesian coordinates (Å):
N: 0.27 2.18 -1.34  -0.187
C: 0.30 1.17 -0.77  -0.065
S: 0.29 -0.37 0.15  2.134
N: -1.00 -1.28 0.08  -1.012
O: 1.52 -1.03 -0.19  -0.816
F: 0.58 0.39 1.64  -0.481
H: -1.96 -1.07 0.43  0.427

Repeat the second record exactly.
The molecule CHFN2OS at a distorted geometry. Source: OMol25; level of theory: ωB97M-V/def2-TZVPD.

The HOMO energy comes out at -11.82 eV. The value obtained for the total energy is -721.3926 a.u. The calculation puts the molecular weight at 108.10 u. The frontier orbital gap comes out at 11.286 eV. As for the energy relative to the best compared isomer or geometry (same formula, charge and spin): 1.848 eV. The LUMO energy comes out at -0.532 eV. The SMILES is N#C[S@@](=N)(=O)F.

Last column: natural (NBO) charge in e.
Cartesian coordinates (Å):
N: 0.27 2.18 -1.34  -0.187
C: 0.30 1.17 -0.77  -0.065
S: 0.29 -0.37 0.15  2.134
N: -1.00 -1.28 0.08  -1.012
O: 1.52 -1.03 -0.19  -0.816
F: 0.58 0.39 1.64  -0.481
H: -1.96 -1.07 0.43  0.427

Look up the LUMO of the second one.
-0.532 eV

LUMO of number 2 (CHFN2OS)?
-0.532 eV